Record 1
Here is a molecular structure, C44H63CrN5O2 in a non-equilibrium geometry from the Open Molecules 2025 dataset. Energies are from wB97M-V/def2-TZVPD.

Each line ends with the Mulliken charge.
Cartesian coordinates (Å):
Cr1 -0.087 0.089 1.617  0.33
C1 0.030 1.939 4.334  -1.23
N1 0.590 1.999 2.995  1.14
C2 2.031 2.267 3.133  -1.02
C3 -0.037 3.128 2.205  -1.63
C4 -1.363 2.785 1.538  -1.01
N2 -1.111 1.645 0.619  0.96
C5 -2.458 1.250 0.153  -1.53
C6 -2.500 0.092 -0.759  -0.46
C7 -3.380 0.138 -1.856  -0.24
C8 -3.650 -0.959 -2.613  -1.26
C9 -2.939 -2.136 -2.276  -0.26
C10 -2.062 -2.238 -1.206  -0.11
C11 -1.839 -1.099 -0.438  0.03
O1 -1.014 -1.175 0.612  0.49
C12 -1.324 -3.537 -0.949  2.49
C13 -1.735 -4.101 0.421  -1.74
C14 -1.683 -4.662 -1.926  -2.40
C15 0.195 -3.298 -1.046  -1.13
C16 -4.680 -1.026 -3.789  1.84
C17 -4.021 -1.419 -5.147  -1.56
C18 -5.505 0.308 -3.955  -2.16
C19 -5.760 -2.066 -3.459  -1.67
C20 -0.379 2.192 -0.590  -1.45
C21 1.099 2.156 -0.755  0.02
C22 1.606 3.137 -1.610  -0.50
C23 2.925 3.053 -2.086  -0.40
C24 3.679 1.932 -1.776  -0.54
C25 3.234 0.935 -0.891  -0.46
C26 1.913 1.095 -0.340  -0.16
O2 1.375 0.186 0.457  0.09
C27 3.922 -0.445 -0.802  2.19
C28 5.510 -0.212 -0.673  -1.83
C29 3.599 -1.322 0.424  -1.61
C30 3.538 -1.287 -2.071  -1.59
C31 3.537 4.149 -2.914  2.26
C32 4.496 4.908 -1.998  -1.62
C33 2.460 5.100 -3.360  -2.23
C34 4.251 3.704 -4.195  -1.81
H1 0.320 2.795 4.918  0.45
H2 0.386 1.026 4.859  0.08
H3 -1.069 2.000 4.337  0.39
H4 2.200 3.297 3.457  0.38
H5 2.525 2.096 2.211  0.19
H6 2.502 1.589 3.864  0.07
H7 0.716 3.415 1.447  0.48
H8 -0.213 3.976 2.856  0.67
H9 -1.819 3.655 1.087  0.51
H10 -2.047 2.462 2.322  0.50
H11 -2.893 2.134 -0.318  0.26
H12 -3.071 1.124 1.026  1.12
H13 -3.905 1.038 -2.073  0.72
H14 -3.150 -3.049 -2.762  0.69
H15 -2.778 -4.058 0.565  0.36
H16 -1.319 -3.531 1.286  0.18
H17 -1.474 -5.135 0.459  0.55
H18 -2.713 -5.002 -1.908  0.43
H19 -0.973 -5.537 -1.682  0.42
H20 -1.499 -4.356 -2.973  0.48
H21 0.512 -2.465 -0.456  -0.23
H22 0.482 -3.099 -2.087  0.44
H23 0.760 -4.159 -0.633  0.43
H24 -3.232 -0.694 -5.349  0.38
H25 -4.715 -1.380 -5.975  0.45
H26 -3.537 -2.405 -5.121  0.28
H27 -4.919 1.175 -4.176  0.40
H28 -6.143 0.518 -3.083  0.37
H29 -6.154 0.114 -4.761  0.56
H30 -5.359 -3.060 -3.319  0.32
H31 -6.478 -2.083 -4.241  0.50
H32 -6.331 -1.849 -2.551  0.38
H33 -0.847 3.161 -0.804  0.02
H34 -0.777 1.534 -1.355  0.75
H35 0.966 3.929 -1.885  0.65
H36 4.647 1.846 -2.174  0.53
H37 5.605 0.490 0.148  0.48
H38 5.947 0.209 -1.562  0.39
H39 5.998 -1.156 -0.417  0.41
H40 3.907 -0.796 1.328  0.36
H41 4.274 -2.217 0.324  0.56
H42 2.576 -1.705 0.434  -0.05
H43 4.004 -0.924 -2.977  0.40
H44 2.423 -1.287 -2.141  0.22
H45 3.865 -2.317 -1.947  0.42
H46 3.959 5.395 -1.192  0.36
H47 4.963 5.698 -2.537  0.48
H48 5.307 4.266 -1.578  0.29
H49 1.956 5.721 -2.605  0.30
H50 1.713 4.575 -3.939  0.49
H51 2.819 5.841 -4.041  0.48
H52 5.152 3.120 -4.087  0.33
H53 4.636 4.613 -4.671  0.48
H54 3.649 3.205 -4.943  0.41
N3 0.950 -1.586 2.593  0.07
C35 0.085 -2.266 3.563  -0.21
C36 0.500 -3.319 4.298  -0.27
C37 -0.452 -4.072 5.059  -0.79
C38 -1.778 -3.700 5.110  -1.01
C39 -2.143 -2.469 4.507  0.84
C40 -3.381 -1.837 4.806  -0.76
C41 -3.632 -0.617 4.239  -1.54
C42 -2.649 -0.044 3.410  0.16
N4 -1.481 -0.528 3.100  1.25
C43 -1.209 -1.767 3.674  -0.03
H55 1.148 -2.096 1.719  0.22
H56 1.855 -1.359 3.018  0.45
H57 1.515 -3.688 4.279  0.51
H58 -0.157 -5.031 5.457  0.40
H59 -2.537 -4.275 5.678  0.41
H60 -4.127 -2.302 5.414  0.48
H61 -4.525 -0.054 4.396  0.55
H62 -2.993 0.877 2.869  0.10
N5 3.777 -0.255 6.410  -0.19
C44 2.840 -0.448 5.707  -0.10
H63 4.576 -0.123 7.060  0.30

Properties
* gap between HOMO and LUMO (spin up / spin down): 6.4 / 6.4 eV
* ⟨S²⟩: 3.775
* relative energy (zero: lowest compared OMol25 entry of this formula, charge and spin): 0.00 kJ/mol
* multiplicity: 4
* charge: +1
* HOMO level (spin up / spin down): -0.351 / -0.354 Ha

Record 2
Here is a molecular structure, C32H37CoO4PS2Si from the Open Molecules 2025 dataset. Energies are from wB97M-V/def2-TZVPD.

Each line ends with the Mulliken charge.
Cartesian coordinates (Å):
Co1 -1.077 0.013 0.815  0.25
C1 0.529 0.733 -1.808  -0.67
C2 -0.054 -0.472 -2.511  -0.73
O1 -1.180 -0.891 -1.763  -0.13
C3 -1.384 -2.287 -1.628  -0.75
C4 -0.278 -2.934 -0.822  -0.84
O2 -0.090 -2.220 0.390  0.16
C5 1.165 -2.546 0.979  -0.59
C6 1.347 -1.756 2.248  -0.82
O3 1.079 -0.388 2.038  -0.07
C7 2.114 0.381 1.452  -0.62
C8 1.542 1.211 0.322  -0.64
O4 0.788 0.315 -0.477  -0.05
H1 -0.168 1.574 -1.831  0.11
H2 1.463 1.024 -2.299  0.54
H3 0.704 -1.257 -2.567  0.30
H4 -0.354 -0.205 -3.526  0.52
H5 -1.455 -2.779 -2.603  0.32
H6 -2.333 -2.386 -1.103  0.26
H7 0.663 -2.936 -1.386  0.44
H8 -0.544 -3.977 -0.620  0.40
H9 1.958 -2.329 0.253  0.35
H10 1.211 -3.611 1.230  0.50
H11 2.347 -1.924 2.655  0.42
H12 0.605 -2.082 2.969  0.18
H13 2.903 -0.269 1.066  0.41
H14 2.541 1.042 2.210  0.37
H15 2.363 1.643 -0.257  0.47
H16 0.906 2.014 0.704  0.15
S1 -1.085 1.914 2.725  -0.52
P1 -2.142 0.492 3.636  0.73
S2 -2.245 -1.238 2.631  -0.64
C9 -1.482 0.233 5.322  0.65
C10 -1.149 -1.019 5.813  -0.29
C11 -0.651 -1.148 7.106  -0.66
C12 -0.492 -0.028 7.907  -0.42
C13 -0.837 1.230 7.420  -0.68
C14 -1.329 1.361 6.131  -0.51
C15 -3.840 1.060 4.000  0.27
C16 -4.230 2.373 3.772  -0.10
C17 -5.538 2.763 4.044  -0.68
C18 -6.448 1.844 4.543  -0.43
C19 -6.055 0.530 4.779  -0.66
C20 -4.753 0.137 4.508  -0.38
H17 -1.285 -1.895 5.186  0.36
H18 -0.392 -2.128 7.490  0.39
H19 -0.093 -0.130 8.909  0.37
H20 -0.724 2.105 8.047  0.39
H21 -1.592 2.338 5.741  0.37
H22 -3.513 3.074 3.358  0.41
H23 -5.848 3.784 3.857  0.40
H24 -7.470 2.147 4.741  0.38
H25 -6.768 -0.192 5.162  0.41
H26 -4.444 -0.890 4.672  0.41
C21 -2.878 4.055 -3.943  -0.55
C22 -3.076 4.567 -2.668  -0.60
C23 -3.036 3.727 -1.562  -0.52
C24 -2.787 2.357 -1.693  0.37
C25 -2.582 1.866 -2.989  0.44
C26 -2.635 2.696 -4.102  -0.88
Si1 -2.834 1.271 -0.127  1.20
C27 -4.235 0.002 -0.392  0.04
C28 -5.103 -0.265 0.672  0.17
C29 -6.115 -1.210 0.563  -0.70
C30 -6.288 -1.913 -0.623  -0.53
C31 -5.449 -1.655 -1.699  -0.74
C32 -4.434 -0.711 -1.580  -0.09
H27 -2.918 4.706 -4.807  0.37
H28 -3.270 5.625 -2.533  0.40
H29 -3.209 4.141 -0.572  0.29
H30 -2.398 0.808 -3.134  -0.06
H31 -2.496 2.282 -5.095  0.42
H32 -3.472 2.247 0.800  -0.46
H33 -4.989 0.280 1.602  0.20
H34 -6.771 -1.396 1.406  0.45
H35 -7.076 -2.652 -0.710  0.37
H36 -5.587 -2.186 -2.635  0.40
H37 -3.792 -0.522 -2.435  0.10

Properties
* gap between HOMO and LUMO (spin up / spin down): 7.2 / 7.5 eV
* ⟨S²⟩: 1.230
* relative energy (zero: lowest compared OMol25 entry of this formula, charge and spin): 55.22 kJ/mol
* multiplicity: 2
* HOMO level (spin up / spin down): -0.274 / -0.260 Ha

Record 3
Here is 5 unconnected molecules or ions with the total composition C45H64Br2F32N5O7P2Si in a non-equilibrium geometry from the Open Molecules 2025 dataset. Energies are from wB97M-V/def2-TZVPD.

Each line ends with the Mulliken charge.
Cartesian coordinates (Å):
C1 3.078 -4.920 2.250  -1.14
C2 3.125 -4.837 0.650  -0.07
Br1 2.640 -6.669 -0.042  -0.08
C3 2.061 -3.831 -0.023  -0.30
Br2 0.621 -3.489 1.354  -0.06
N1 2.604 -2.488 -0.368  0.85
C4 3.789 -1.938 -0.150  -1.23
C5 4.065 -0.397 -0.616  1.94
C6 5.326 -0.140 -1.571  -0.20
C7 6.061 1.269 -1.352  -1.08
C8 5.199 2.559 -1.776  1.04
C9 5.878 3.873 -1.080  -1.17
C10 5.262 4.186 0.391  0.15
C11 3.700 4.609 0.357  -0.56
C12 2.838 4.008 1.593  0.75
C13 1.748 5.062 2.181  -0.03
Si1 -0.031 4.805 1.441  -0.32
C14 -0.837 6.568 1.349  -1.11
C15 0.019 4.175 -0.386  -0.22
C16 -1.127 3.639 2.505  1.47
C17 -1.488 2.178 2.044  0.14
C18 -2.369 1.208 2.910  0.10
C19 -2.949 1.634 4.286  -0.72
C20 -2.642 3.089 4.747  -0.48
C21 -1.766 4.055 3.889  -0.63
C22 3.864 0.504 0.690  1.13
C23 4.615 -0.019 2.006  -0.81
N2 3.805 -0.939 2.859  -0.37
N3 4.862 1.217 2.846  -0.07
N4 5.953 -0.639 1.780  -0.51
C24 2.779 -0.325 -1.638  -1.50
P1 1.664 1.209 -1.599  0.67
N5 2.026 2.165 -2.858  -0.85
C25 1.761 -1.487 -1.088  -0.92
P2 0.926 -2.196 -2.639  0.79
O1 0.681 -1.115 -3.714  -0.69
O2 1.906 -3.409 -3.314  -0.49
O3 -0.644 -2.768 -2.204  -0.34
H1 2.219 -5.569 2.655  0.40
H2 4.043 -5.473 2.572  0.43
H3 3.135 -3.892 2.772  0.21
H4 4.217 -4.615 0.367  0.43
H5 1.529 -4.367 -0.872  0.39
H6 4.603 -2.543 0.366  -0.05
H7 5.121 -0.257 -2.687  0.36
H8 6.106 -0.958 -1.310  0.40
H9 6.988 1.260 -2.046  0.45
H10 6.461 1.452 -0.299  0.28
H11 4.133 2.525 -1.373  -1.20
H12 5.205 2.755 -2.901  0.49
H13 5.704 4.786 -1.767  0.33
H14 6.996 3.685 -0.916  0.37
H15 5.835 5.081 0.821  0.47
H16 5.346 3.281 1.090  -0.48
H17 3.673 5.755 0.500  0.50
H18 3.204 4.419 -0.668  0.05
H19 2.258 3.057 1.328  -0.81
H20 3.552 3.710 2.453  0.18
H21 2.078 6.155 2.100  0.55
H22 1.637 4.796 3.305  -0.42
H23 -1.696 6.605 0.576  0.29
H24 -0.053 7.331 0.999  0.30
H25 -1.258 6.919 2.354  0.31
H26 1.027 4.481 -0.828  0.46
H27 -0.097 3.030 -0.359  -0.74
H28 -0.857 4.570 -1.011  0.53
H29 -1.097 1.763 1.059  -0.06
H30 -2.578 0.159 2.484  0.29
H31 -3.568 0.925 4.924  0.42
H32 -3.090 3.434 5.739  0.46
H33 -1.603 5.103 4.315  0.34
H34 2.731 0.468 0.934  0.21
H35 4.114 1.609 0.553  -1.21
H36 3.027 -0.362 3.211  0.18
H37 4.401 -1.176 3.681  0.41
H38 5.723 1.650 2.457  0.25
H39 5.035 0.942 3.833  0.29
H40 5.925 -1.669 1.794  0.32
H41 6.420 -0.297 0.930  0.23
H42 3.021 -0.720 -2.687  0.89
H43 1.817 1.986 -0.403  -0.27
H44 0.289 0.785 -1.808  0.16
H45 1.200 2.259 -3.475  0.29
H46 1.005 -0.965 -0.395  0.50
H47 1.616 -4.315 -3.044  0.38
H48 -1.082 -1.944 -1.861  0.28
C26 1.214 3.327 6.396  -0.42
C27 2.566 2.678 6.042  1.08
C28 3.220 1.848 7.146  -0.06
F1 3.515 2.581 8.234  -0.23
F2 4.397 1.324 6.709  -0.27
F3 3.409 3.636 5.587  -0.32
F4 2.339 1.850 4.981  -0.25
O4 1.250 4.707 6.779  -0.45
C29 1.515 4.995 8.137  0.82
C30 2.814 5.785 8.327  0.21
F5 3.882 5.103 7.860  -0.21
F6 3.045 6.020 9.641  -0.27
F7 1.482 3.857 8.857  -0.29
F8 0.471 5.738 8.569  -0.29
H49 0.625 3.324 5.472  -0.02
H50 0.628 2.723 7.095  0.42
H51 2.577 1.018 7.449  0.31
H52 2.769 6.743 7.804  0.24
C31 -4.708 0.663 0.225  -1.19
C32 -6.009 0.398 1.011  1.01
C33 -7.184 1.322 0.689  0.14
F9 -6.918 2.611 0.976  -0.24
F10 -8.268 0.983 1.432  -0.28
F11 -5.734 0.400 2.338  -0.26
F12 -6.391 -0.879 0.713  -0.30
O5 -3.688 1.423 0.890  -0.23
C34 -3.769 2.831 0.817  0.10
C35 -3.957 3.480 2.192  3.59
F13 -5.093 3.058 2.788  -0.29
F14 -4.053 4.828 2.078  -0.33
F15 -4.719 3.186 -0.068  -0.38
F16 -2.593 3.242 0.283  -0.11
H53 -4.245 -0.316 0.071  0.30
H54 -4.900 1.038 -0.784  0.49
H55 -7.465 1.250 -0.365  0.22
H56 -3.119 3.245 2.853  -3.18
C36 -5.197 -3.614 -2.802  -0.95
C37 -5.573 -4.896 -3.574  0.96
C38 -5.811 -4.739 -5.077  0.37
F17 -6.845 -3.919 -5.355  -0.24
F18 -6.119 -5.938 -5.633  -0.26
F19 -6.638 -5.476 -2.971  -0.29
F20 -4.531 -5.765 -3.413  -0.26
O6 -6.238 -2.941 -2.084  -0.38
C39 -7.027 -2.010 -2.792  0.72
C40 -8.504 -2.411 -2.857  0.22
F21 -8.669 -3.599 -3.476  -0.22
F22 -9.219 -1.501 -3.562  -0.26
F23 -6.489 -1.792 -4.007  -0.26
F24 -6.898 -0.843 -2.115  -0.27
H57 -4.506 -3.934 -2.016  0.49
H58 -4.615 -2.918 -3.413  0.36
H59 -4.921 -4.358 -5.577  0.02
H60 -8.933 -2.489 -1.855  0.25
C41 -2.703 -6.112 -8.298  -0.92
C42 -2.679 -5.513 -6.876  1.16
C43 -1.297 -5.241 -6.285  0.00
F25 -0.559 -6.358 -6.143  -0.25
F26 -1.441 -4.706 -5.043  -0.24
F27 -3.415 -6.299 -6.054  -0.25
F28 -3.335 -4.313 -6.936  -0.37
O7 -2.892 -7.528 -8.398  -0.40
C44 -1.743 -8.343 -8.295  0.76
C45 -1.792 -9.276 -7.081  0.17
F29 -1.880 -8.582 -5.925  -0.20
F30 -0.665 -10.024 -7.003  -0.27
F31 -0.636 -7.575 -8.323  -0.27
F32 -1.711 -9.082 -9.427  -0.30
H61 -3.587 -5.693 -8.787  0.43
H62 -1.863 -5.769 -8.909  0.35
H63 -0.736 -4.531 -6.898  0.33
H64 -2.652 -9.948 -7.138  0.26

Properties
* gap between HOMO and LUMO: 6.2 eV
* charge: +1
* HOMO level: -0.399 Ha